w:
Formula: C4H10NS
Source: OMol25
Level of theory: ωB97M-V with the def2-TZVPD basis set

Summary:
LUMO (spin up / spin down) = -4.290 / -4.820 eV

```
! wB97M-V def2-TZVPD RIJCOSX def2/J DEFGRID3
* xyz 1 1
S -0.557 -0.132 -0.614
N 1.896 -0.671 -0.040
C 2.624 0.597 -0.461
C -1.942 0.082 0.326
C 0.642 -0.431 0.607
C -3.325 0.052 -0.151
H 2.536 -1.191 0.599
H -3.796 -0.996 0.273
H 1.697 -1.323 -0.939
H -3.449 0.033 -1.203
H 2.282 0.894 -1.427
H -3.963 0.777 0.385
H -1.673 0.257 1.390
H 0.869 0.243 1.468
H 3.766 0.522 -0.461
H 2.394 1.286 0.248
*
```

---

x:
Formula: C4H10NS
Source: OMol25
Level of theory: ωB97M-V with the def2-TZVPD basis set

Summary:
LUMO = -3.648 eV

```
! wB97M-V def2-TZVPD RIJCOSX def2/J DEFGRID3
* xyz 1 1
S -2.374 0.534 -0.211
N 0.927 -0.102 0.077
C -1.167 -0.783 0.132
C 1.195 1.374 -0.068
C 0.118 -0.685 -0.988
C -0.022 -0.434 1.116
H -0.320 0.454 1.612
H 0.525 -1.640 -1.334
H 2.006 1.555 0.700
H 1.693 1.656 -1.046
H -3.216 -0.242 -0.601
H -0.064 -0.111 -1.889
H 0.438 -1.173 1.869
H 1.902 -0.560 0.342
H -1.859 -1.697 0.215
H 0.220 1.854 0.074
*
```

---

Most stable one: x, least stable one: w.

---

w:
Formula: C2H8O2
Source: OMol25
Level of theory: ωB97M-V with the def2-TZVPD basis set

Summary:
LUMO (spin up / spin down) = -4.040 / -10.448 eV

```
! wB97M-V def2-TZVPD RIJCOSX def2/J DEFGRID3
* xyz 1 2
O 2.483 0.435 -0.264
O -0.169 0.727 -0.943
C -0.565 -0.802 0.847
C -1.211 0.191 -0.153
H -1.935 -0.274 -0.827
H 2.403 0.957 -1.082
H -1.589 1.047 0.401
H 0.097 -1.534 0.391
H 1.774 0.696 0.345
H 0.084 0.150 -1.698
H -0.012 -0.274 1.614
H -1.361 -1.318 1.371
*
```

---

x:
Formula: C2H8O2
Source: OMol25
Level of theory: ωB97M-V with the def2-TZVPD basis set

Summary:
LUMO (spin up / spin down) = -3.811 / -10.403 eV

```
! wB97M-V def2-TZVPD RIJCOSX def2/J DEFGRID3
* xyz 1 2
O 1.454 1.008 0.884
O -0.863 -0.268 -0.439
C 2.298 -0.093 0.665
C -2.305 -0.271 -0.596
H 2.802 -0.273 1.596
H -2.651 0.778 -0.794
H -0.613 0.524 -0.915
H 0.544 0.781 0.527
H 2.932 0.305 -0.153
H -2.927 -0.477 0.273
H -2.509 -0.957 -1.414
H 1.838 -1.057 0.366
*
```

---

Most stable one: w, least stable one: x.

---

w:
Formula: H18O9
Source: OMol25
Level of theory: ωB97M-V with the def2-TZVPD basis set

Summary:
LUMO = -0.165 eV

```
! wB97M-V def2-TZVPD RIJCOSX def2/J DEFGRID3
* xyz 0 1
O -2.974 -0.887 3.502
O 0.136 -2.074 -3.287
O -4.460 0.462 0.238
O 2.923 -2.876 -0.193
O -1.032 -4.207 2.051
O 4.518 1.579 -0.020
O -0.001 1.011 0.083
O 0.271 4.325 2.682
O 2.212 2.508 -3.162
H 4.193 2.050 -0.787
H -3.395 -0.461 4.249
H -4.408 -0.171 -0.478
H -1.077 -3.496 2.690
H -1.899 -4.220 1.645
H 0.380 0.996 -0.795
H 0.266 5.179 2.251
H -3.488 -0.609 2.745
H 1.587 3.232 -3.206
H 2.564 -3.744 -0.011
H 0.015 -1.712 -4.165
H -4.142 1.281 -0.143
H -0.552 -2.734 -3.203
H 3.906 0.851 0.092
H 2.292 -2.475 -0.791
H -0.531 0.216 0.128
H 0.314 3.694 1.963
H 2.382 2.282 -4.077
*
```

---

x:
Formula: H18O9
Source: OMol25
Level of theory: ωB97M-V with the def2-TZVPD basis set

Summary:
LUMO = -0.209 eV

```
! wB97M-V def2-TZVPD RIJCOSX def2/J DEFGRID3
* xyz 0 1
O -1.718 3.716 -0.306
O 2.618 -2.898 -2.871
O -0.940 1.161 -0.930
O 3.486 2.863 1.118
O -1.861 -1.600 -3.225
O -3.133 -2.163 2.155
O -0.672 -0.892 0.044
O 1.134 1.097 3.192
O 1.505 -2.123 0.238
H -1.713 0.718 -1.471
H -0.050 -0.140 0.314
H -2.414 -1.867 2.664
H 0.667 -2.597 -0.021
H -3.577 -1.379 1.797
H -2.158 -1.336 -2.308
H -0.903 -1.643 -3.367
H 0.724 0.818 2.350
H -1.213 4.108 0.403
H -1.320 1.691 -0.243
H 3.600 3.510 1.785
H 1.832 -1.978 -0.597
H 1.916 1.479 3.025
H -2.348 4.450 -0.644
H -0.543 -1.607 0.590
H 1.814 -3.348 -2.946
H 2.551 -2.315 -2.104
H 2.713 2.275 1.358
*
```

---

Most stable one: w, least stable one: x.

---

w:
Formula: H18O9
Source: OMol25
Level of theory: ωB97M-V with the def2-TZVPD basis set

Summary:
LUMO = 0.303 eV

```
! wB97M-V def2-TZVPD RIJCOSX def2/J DEFGRID3
* xyz 0 1
O -2.678 2.000 -2.523
O 2.510 -4.275 -2.514
O 3.196 0.881 -0.616
O 4.357 0.178 3.836
O -3.556 -2.332 0.533
O 0.500 -0.481 4.075
O -0.939 4.387 0.035
O 0.081 0.006 -0.259
O -3.614 -0.451 -1.958
H -1.701 3.824 0.142
H 4.194 0.502 2.932
H -0.334 -0.416 3.609
H -3.656 -2.704 1.425
H 3.013 -5.062 -2.215
H -2.894 -0.728 -1.357
H 0.845 0.293 0.168
H 0.411 -0.853 -0.567
H -3.313 1.337 -2.280
H 3.225 1.559 0.017
H -4.348 -2.581 0.135
H -1.265 5.197 -0.416
H -3.026 2.647 -3.193
H 2.899 -3.846 -3.235
H 5.224 0.338 4.064
H 3.705 1.426 -1.267
H 0.864 0.408 3.804
H -3.700 -1.253 -2.374
*
```

---

x:
Formula: H18O9
Source: OMol25
Level of theory: ωB97M-V with the def2-TZVPD basis set

Summary:
LUMO = 0.368 eV

```
! wB97M-V def2-TZVPD RIJCOSX def2/J DEFGRID3
* xyz 0 1
O 0.323 3.145 0.309
O -1.839 1.767 1.051
O 1.032 -2.469 -0.730
O 2.036 1.366 -0.910
O -1.798 0.111 -1.305
O 0.553 -0.423 -2.376
O -1.482 -2.234 0.306
O -0.422 -0.634 2.214
O 2.064 -0.529 1.206
H 1.178 -0.302 1.572
H 0.688 3.332 1.213
H 1.613 0.724 -1.542
H -2.478 2.496 1.331
H 2.616 -0.602 1.976
H -1.107 2.350 0.546
H 1.495 -2.033 0.045
H 0.866 -1.798 -1.451
H 0.876 2.483 -0.171
H -1.866 -0.774 -0.892
H -2.095 0.720 -0.549
H -0.653 -2.517 -0.142
H -1.030 0.126 2.027
H -2.124 -3.002 0.058
H 2.304 0.772 -0.156
H -0.835 -1.366 1.735
H 0.422 -0.748 -3.364
H -0.337 0.038 -2.001
*
```

---

Most stable one: x, least stable one: w.